No. 1
{
  "formula": "C22H39ClFIN2O6P2S2",
  "method": "ωB97M-V with the def2-TZVPD basis set",
  "species": ["C", "C", "P", "C", "C", "C", "P", "S", "C", "I", "C", "C", "F", "O", "S", "O", "O", "C", "C", "C", "C", "O", "N", "C", "C", "O", "C", "C", "O", "C", "C", "C", "C", "Cl", "C", "N", "C", "H", "H", "H", "H", "H", "H", "H", "H", "H", "H", "H", "H", "H", "H", "H", "H", "H", "H", "H", "H", "H", "H", "H", "H", "H", "H", "H", "H", "H", "H", "H", "H", "H", "H", "H", "H", "H", "H", "H"],
  "coordinates": [[0.53644, -4.52719, -0.00124], [1.78695, -3.61577, 0.16146], [1.69651, -1.94192, -0.52165], [2.48058, -1.92713, -2.16612], [2.47872, -0.71994, -3.10572], [1.06335, -0.48376, 0.42584], [2.25039, 0.92020, -0.11021], [4.15104, 0.50376, -0.31613], [1.46356, -0.70570, 1.92300], [0.41274, -2.34792, 3.09237], [2.95488, -0.88797, 2.33920], [3.19712, -1.14499, 3.82852], [3.68732, -1.82780, 1.66644], [1.15530, 0.55731, 2.58042], [-0.35422, 0.29766, 3.23308], [-0.34596, 0.99546, 4.47898], [-1.33730, 1.06613, 2.22693], [-1.13603, 1.27107, 0.77065], [-2.64209, 1.51876, 0.52566], [-3.21303, 1.76007, -0.87305], [-3.62665, 3.14552, -1.18057], [-2.47598, 2.51491, -1.76993], [-0.35504, 2.52435, 0.72763], [-0.40774, 3.46966, -0.37858], [0.51296, 3.50113, -1.58042], [-1.14499, 4.44117, -0.25892], [-0.44032, 3.37575, 1.93217], [0.90498, 3.86852, 2.42440], [-1.45022, 3.73245, 2.48004], [-0.51560, -0.06801, 0.08178], [-1.46608, -1.23510, 0.43112], [-2.71994, -1.55164, -0.38595], [-3.35749, -2.81012, 0.26422], [-4.93161, -2.37046, 1.04708], [-0.64473, 0.17138, -1.43004], [-0.43239, -0.94918, -2.33762], [-1.02565, -0.77074, -3.65186], [0.01177, -4.65357, 0.94027], [-0.09882, -4.09242, -0.76961], [0.84320, -5.50411, -0.36686], [2.14918, -3.70785, 1.17764], [2.56443, -4.11274, -0.42096], [3.52671, -2.20997, -2.03937], [2.06613, -2.76417, -2.72792], [2.45483, -1.08547, -4.13020], [3.39745, -0.14863, -3.03030], [1.65092, -0.02669, -3.00520], [1.85488, 1.36042, -1.36896], [2.13326, 1.98014, 0.78887], [3.43840, 0.07588, 2.20053], [2.53021, -0.57976, 4.46948], [3.24899, -2.20198, 4.05621], [4.19489, -0.75583, 4.02816], [-2.91815, 2.41283, 1.07117], [-3.29152, 0.74466, 0.91859], [-3.84993, 0.99499, -1.27748], [-4.29706, 3.33504, -1.99966], [-3.39872, 3.81170, -0.36408], [0.23168, 2.82200, -2.37773], [0.51157, 4.49805, -1.99771], [1.53371, 3.33498, -1.24371], [1.59944, 4.02230, 1.60040], [1.29528, 3.19592, 3.18113], [0.73152, 4.83811, 2.87595], [-0.85754, -2.13999, 0.40683], [-1.82037, -1.20956, 1.45859], [-3.51246, -0.82016, -0.33603], [-2.57998, -1.82696, -1.42575], [-3.61569, -3.55681, -0.47286], [-2.75401, -3.20463, 1.07088], [-1.65674, 0.50964, -1.65156], [-0.02667, 0.99533, -1.78084], [-0.55729, -1.86435, -1.94908], [-0.24616, -0.88806, -4.41040], [-1.75387, -1.55060, -3.87300], [-1.44323, 0.22236, -3.79842]],
  "lowdin_charge": [-0.1620, -0.4341, 0.9800, -0.4040, -0.1816, -0.5146, 0.4970, 0.2538, -0.6773, 1.1279, -0.4893, -0.0945, -0.0465, -0.3568, 0.7079, -0.3248, -0.3041, -0.2666, -0.0276, -0.3094, -0.0349, -0.0669, 0.0771, -0.3934, 0.0014, 0.1009, -0.4292, 0.0270, 0.1450, -0.2436, -0.2024, -0.2325, -0.5256, 0.5363, -0.2041, -0.1461, -0.0923, 0.0285, 0.0462, 0.0642, 0.0183, 0.0787, 0.0690, 0.0728, 0.0721, 0.0354, 0.0295, -0.0420, -0.0182, 0.0834, 0.0703, 0.0584, 0.0896, 0.1228, 0.1246, 0.1313, 0.1195, 0.1090, 0.0782, 0.0932, 0.0541, 0.0777, 0.0872, 0.0929, 0.0503, 0.0770, 0.0504, 0.1020, 0.0663, 0.0592, 0.0910, 0.0694, 0.0657, 0.0679, 0.0786, 0.0856],
  "homo_ev": -6.756,
  "e_tot_ev": -102291.9881,
  "homo_lumo_gap_ev": 6.21,
  "lumo_ev": -0.55
}

No. 2
{
  "formula": "C3H30N2O14",
  "method": "ωB97M-V with the def2-TZVPD basis set",
  "species": ["O", "C", "N", "C", "O", "C", "N", "H", "H", "H", "H", "H", "H", "H", "H", "O", "H", "H", "O", "H", "H", "O", "H", "H", "O", "H", "H", "O", "H", "H", "O", "H", "H", "O", "H", "H", "O", "H", "H", "O", "H", "H", "O", "H", "H", "O", "H", "H", "O"],
  "coordinates": [[2.17615, -0.46914, -0.79694], [1.71903, 0.40456, -0.10147], [1.35419, 1.58637, -0.74589], [1.31838, 2.73268, 0.07973], [1.35299, 3.68861, -0.62914], [1.16804, 0.21359, 1.28073], [-0.27682, 0.05261, 1.31660], [1.64546, 1.61861, -1.64587], [1.40751, 2.68340, 1.21791], [1.65942, -0.83847, 1.56970], [1.63271, 1.07049, 1.92151], [-0.52841, -0.83745, 0.85072], [-0.61183, 0.78379, 0.72742], [-1.54317, 3.43024, -3.78021], [-1.22718, 2.16594, -3.21983], [-1.65074, 3.02676, -3.01830], [-0.08200, -1.67455, 4.36519], [-0.85115, -1.06136, 3.13790], [-0.69828, -1.08935, 4.06126], [-4.57955, -0.88662, 1.54532], [-4.57024, 0.33431, 0.60563], [-4.70478, 0.07841, 1.49140], [3.71898, 2.82513, -0.20406], [4.65244, 1.79840, -0.98648], [3.97140, 2.08409, -0.63398], [-3.34590, -1.51390, -0.77983], [-2.16533, -0.78682, -0.96144], [-2.75766, -1.05733, -0.25661], [-3.13329, 1.29491, -1.84093], [-3.75693, 0.39461, -2.85329], [-3.76728, 0.64388, -1.95179], [0.19609, 1.83775, 5.00788], [-0.34296, 1.30933, 3.55878], [0.26094, 1.81565, 4.04589], [-2.75837, 2.19803, 1.89998], [-2.50710, 0.67307, 1.87483], [-2.28166, 1.49071, 2.38781], [-0.78353, -4.50262, -0.18658], [0.56703, -3.69815, 0.22381], [0.16102, -4.47237, 0.00430], [4.12010, -1.55439, 1.24475], [4.55071, -2.70001, 0.59609], [4.11570, -2.48683, 1.40644], [0.59645, -1.96099, -4.47006], [-0.28060, -3.21807, -3.92527], [-0.26406, -2.38300, -4.28009], [3.03382, -1.55767, -3.47992], [1.90557, -1.61603, -2.40371], [2.18469, -1.87081, -3.26985]],
  "nbo_charge": [-0.6438, 0.6932, -0.6421, 0.4950, -0.5460, -0.3443, -0.8236, 0.4166, 0.1867, 0.2320, 0.2284, 0.3743, 0.3647, 0.4588, 0.4589, -0.9170, 0.4699, 0.4844, -0.9575, 0.4734, 0.4770, -0.9456, 0.4993, 0.4762, -0.9701, 0.4700, 0.4701, -0.9394, 0.4754, 0.4733, -0.9475, 0.4865, 0.5068, -0.9937, 0.4699, 0.4862, -0.9548, 0.4849, 0.4771, -0.9608, 0.4587, 0.4617, -0.9187, 0.5104, 0.4744, -0.9930, 0.4740, 0.5037, -0.9739],
  "homo_ev": -10.082,
  "e_tot_ev": -35239.0084,
  "homo_lumo_gap_ev": 9.84,
  "lumo_ev": -0.24
}

For the records above, the corresponding ΔE to the lowest compared entry with this formula, charge and spin values read 0.0 93.1 kcal per mole.